# 1
Density functional theory data (wB97M-V/def2-TZVPD) for a 11-piece molecular cluster, C49H68O17S5 overall.

HOMO energy (spin up / spin down)   -0.392 / -0.392 Ha
Multiplicity   2
Total charge   +1
<S²>   0.77

Last column: Mulliken spin population.
Positions of all 139 atoms, in Å:
S (2.4014, 0.5000, -6.6886)  0.000
S (-0.4738, -0.6603, 1.6049)  0.002
S (-0.2496, -0.5354, 6.4595)  0.000
S (-4.9123, -4.6872, -2.6130)  0.000
S (-1.5811, 5.3871, -0.2621)  0.001
O (0.4487, 0.2894, 5.2504)  0.000
O (-0.1226, 0.8919, 1.0750)  0.002
O (0.0658, 0.2018, 7.6555)  0.000
O (-2.7890, 4.2649, -0.1642)  0.006
O (2.4718, 1.3293, -5.2484)  0.000
O (-3.3703, -4.7180, -2.0384)  0.001
O (-0.6290, -1.5728, 0.4871)  0.000
O (-0.8501, 5.2817, -1.5917)  0.000
O (2.1537, -0.8902, -6.3726)  0.000
O (-1.4492, -0.6835, 2.6730)  0.003
O (-0.7909, 5.4862, 0.9328)  0.000
O (-5.0629, -4.7592, -4.0984)  0.000
O (-2.6815, 6.5998, -0.3818)  0.000
O (-5.8079, -5.4823, -1.7309)  0.000
O (-5.0173, -3.2197, -1.9661)  -0.001
O (0.1647, -1.9366, 6.2499)  0.000
O (3.5722, 0.9018, -7.4789)  0.000
C (-3.9839, -2.8505, -0.9963)  0.020
C (7.0515, -2.8814, 2.1718)  0.000
C (-6.2207, 1.5292, -1.1934)  0.220
C (1.0453, 2.3259, -0.2584)  0.000
C (-4.1068, 0.7199, -0.4807)  0.124
C (5.9115, -1.8139, -2.6411)  0.000
C (-4.5661, 0.6202, 0.8326)  0.064
C (-3.9977, 4.6485, -0.8410)  -0.007
C (-1.9740, -2.9358, -4.9208)  0.001
C (-0.9317, -1.2846, -3.6874)  0.000
C (3.4243, -0.5752, -2.5620)  0.000
C (5.2284, 3.1211, 0.6938)  0.000
C (6.6991, -2.4354, 3.4418)  0.000
C (5.8145, -0.4624, -2.6061)  0.000
C (-0.8678, -2.4849, -4.3564)  0.000
C (4.7188, 0.8827, 1.5525)  0.000
C (6.1267, -3.0271, 1.1475)  0.000
C (-4.3521, -1.8524, 4.0684)  0.003
C (4.8127, -2.5806, 1.4253)  0.000
C (-3.2602, -1.0486, -4.1035)  -0.001
C (0.7452, 2.3119, 3.9503)  0.000
C (4.6955, -2.5750, -2.5225)  0.000
C (-5.7374, -1.9142, 3.8946)  0.001
C (-5.5327, -4.2894, 4.3206)  0.001
C (4.7144, 1.8560, 0.5883)  0.000
C (-4.1261, -4.1504, 4.4763)  0.001
C (5.8868, 2.4321, 2.9083)  0.000
C (-6.6694, 1.5119, 0.1727)  0.263
C (0.6019, 1.6622, 5.3621)  0.000
C (3.4796, -1.9341, -2.5734)  0.000
C (-3.2243, -2.3265, -4.6626)  -0.001
C (5.8376, 3.4009, 1.9249)  0.000
C (-4.9393, 1.1264, -1.5008)  0.004
C (5.2147, 1.1823, 2.8324)  0.000
C (-3.5131, -2.9211, 4.3637)  0.000
C (2.7536, 2.7733, -5.4534)  0.000
C (-3.1418, -4.0728, -0.7559)  0.003
C (-6.2980, -3.1508, 4.0212)  -0.001
C (-1.9602, -0.1575, 6.0725)  0.000
C (1.1370, -1.0937, 2.2755)  0.000
C (4.4272, -2.3107, 2.7424)  0.000
C (-2.0823, -0.5444, -3.5980)  0.000
C (0.8300, 1.0793, -7.2993)  0.000
C (-5.7686, 1.1714, 1.1532)  -0.001
C (0.2363, 1.0292, -0.2947)  0.001
C (4.5908, 0.1497, -2.6764)  0.000
C (-3.9307, 6.1453, -0.8402)  0.001
C (5.4095, -2.2508, 3.7708)  0.000
C (3.3321, 3.1162, -4.1091)  0.000
H (0.6581, 0.5833, -8.2546)  0.000
H (0.8669, 0.1950, -0.6021)  0.000
H (-7.3540, -3.2964, 3.8478)  0.000
H (4.2798, 2.6321, -3.8735)  0.000
H (-3.4513, -2.0513, -1.5118)  -0.008
H (1.8271, 3.3195, -5.6302)  0.000
H (-4.8859, 4.2656, -0.3383)  0.004
H (6.3570, 4.3119, 2.1832)  0.000
H (1.7931, -1.4667, 1.4890)  0.000
H (1.7358, 1.9843, 3.6349)  0.000
H (-0.0149, -3.1370, -4.4738)  0.000
H (-7.6510, 1.9024, 0.3967)  0.005
H (-1.9218, -3.8585, -5.4796)  0.000
H (1.8483, 2.1503, 0.4575)  0.000
H (-2.1469, -3.8133, -0.3941)  0.000
H (-3.0806, 0.4666, -0.7026)  0.141
H (-2.4509, -2.7356, 4.4254)  0.000
H (-0.6726, 1.0612, -0.8955)  0.000
H (-6.0719, -5.2246, 4.3517)  0.000
H (1.3967, 1.9748, 6.0393)  0.000
H (6.5095, -3.2983, 0.1747)  0.000
H (-6.2381, -0.9778, 3.6977)  0.000
H (-2.0374, 0.4310, -3.1365)  0.001
H (-3.9265, -0.8948, 3.8072)  0.000
H (4.1871, 1.5086, -0.2879)  0.000
H (0.9602, -1.8579, 3.0323)  0.000
H (-6.7495, 1.9589, -2.0313)  -0.005
H (4.3263, -0.0711, 1.2320)  0.000
H (0.1003, 0.6618, -6.6056)  0.000
H (5.0827, -1.9611, 4.7585)  0.000
H (0.5637, 3.2371, 0.0962)  0.000
H (-4.5763, 6.5556, -0.0638)  0.000
H (-3.9430, 0.0371, 1.4944)  0.149
H (-6.0305, 1.1471, 2.2006)  0.002
H (-4.1286, -0.4139, -4.0065)  0.001
H (4.5743, 1.2276, -2.6109)  0.000
H (0.0681, 1.8304, 3.2448)  0.000
H (4.8086, -3.6372, -2.3636)  0.000
H (-2.2413, 0.7803, 6.5516)  0.000
H (5.2094, 3.8383, -0.1134)  0.000
H (-3.9165, 4.3115, -1.8744)  -0.001
H (-4.5150, -2.5812, -0.0833)  -0.010
H (3.6070, 4.1700, -4.1558)  0.000
H (2.4092, -0.2066, -2.5528)  0.000
H (7.4158, -2.2225, 4.2212)  0.000
H (2.5466, -2.4694, -2.4764)  0.000
H (1.4818, 2.5091, -1.2403)  0.000
H (-4.1342, -2.6943, -5.1133)  0.000
H (6.2042, 2.6843, 3.9093)  0.000
H (2.5557, 3.0716, -3.3453)  0.000
H (3.5442, 2.9407, -6.1849)  0.000
H (0.6000, 2.1447, -7.2972)  0.000
H (-4.1022, 6.5725, -1.8283)  0.000
H (3.4002, -2.0221, 2.9106)  0.000
H (-4.5877, 1.1643, -2.5212)  0.010
H (0.7219, 3.4003, 4.0044)  0.000
H (4.0872, -2.7488, 0.6432)  0.000
H (-0.0805, -0.8244, -3.2078)  0.000
H (-1.9697, 0.0272, 4.9983)  0.000
H (8.1011, -3.0992, 2.0406)  0.000
H (5.1763, 0.5367, 3.6973)  0.000
H (-2.6446, -0.9295, 6.4244)  0.000
H (-0.2923, 2.0009, 5.8854)  0.000
H (6.8596, -2.3165, -2.5196)  0.000
H (-3.6009, -5.0726, 4.6768)  0.000
H (1.4999, -0.1630, 2.7116)  0.000
H (6.6643, 0.1954, -2.4986)  0.000
H (-3.6423, -4.6037, 0.0539)  0.000


# 2
Density functional theory data (wB97M-V/def2-TZVPD) for a 12-piece molecular cluster, C49H69Cl2F5N6O6 overall.

Energy relative to the best compared isomer or geometry (same formula, charge and spin)   0.0000 eV
HOMO energy   -0.315 Ha
Multiplicity   1
Total charge   0

Last column: Löwdin charge in e.
Positions of all 137 atoms, in Å:
Cl (-0.5986, 4.2209, 1.9742)  0.572
Cl (-2.4540, 4.1455, 4.1844)  0.528
F (-5.9158, 0.3022, 3.5394)  0.061
F (0.3337, -4.0161, -0.6154)  0.052
F (-1.3537, 0.3278, 1.6840)  0.043
F (2.5455, 4.6056, 4.4228)  0.064
F (-0.6631, -2.8291, -2.7730)  -0.003
O (-1.5638, -3.4490, 1.4901)  0.002
O (0.9063, 6.8418, -0.4825)  0.020
O (4.0882, -0.2749, -2.0758)  0.014
O (-5.6420, -2.0120, -0.7848)  0.039
O (-4.3159, 1.8505, -1.4455)  0.038
O (3.5321, 4.2038, -3.5846)  0.000
N (5.0011, -0.8953, -0.1061)  0.023
N (-5.8159, 3.3344, -0.6658)  0.009
N (2.5531, 6.4724, -2.0021)  0.012
N (-3.5855, -2.9679, -0.7037)  0.032
N (-1.1560, -3.8137, 3.6946)  0.021
N (3.3179, 1.9832, -3.5603)  0.026
C (2.9479, 7.8553, -2.1626)  -0.067
C (2.2226, 2.0163, -4.5256)  -0.052
C (4.1122, -1.0242, -1.1073)  -0.495
C (4.9049, 1.9048, 4.0146)  -0.077
C (-4.0933, -1.1439, 0.7856)  0.011
C (0.4999, -5.7941, 0.8955)  0.000
C (1.0777, -7.0063, 1.2584)  -0.067
C (3.9229, 3.1044, -3.1784)  -0.551
C (-4.7521, -1.3199, 4.7228)  -0.015
C (3.9624, 2.4459, 1.8608)  -0.066
C (-2.0025, -0.9830, -5.5833)  -0.063
C (-0.6314, -1.1222, -0.0529)  -0.031
C (1.8566, -5.7544, -1.0912)  -0.023
C (-0.8824, -3.2717, 2.4959)  -0.534
C (3.0690, -2.1288, -0.9380)  -0.003
C (4.7595, 1.6281, 2.6579)  -0.100
C (-3.5668, -1.8127, 5.2463)  -0.099
C (3.2851, 3.6607, 3.8206)  -0.283
C (-1.3214, -3.6212, -4.9021)  -0.020
C (1.5222, 6.1002, -1.2401)  -0.562
C (-3.5658, 0.5874, 3.8062)  -0.025
C (1.1190, 0.8776, -0.8789)  -0.056
C (-1.4977, -1.2874, -4.3262)  -0.001
C (-1.1729, 5.0921, 3.4158)  -0.967
C (-2.3914, -1.1019, 5.0699)  -0.104
C (1.0624, -0.3493, -1.5737)  -0.112
C (0.2694, 1.0915, 0.1814)  -0.007
C (1.9867, -7.6195, 0.3975)  -0.093
C (-2.2086, -4.7622, 3.9569)  -0.062
C (-6.6846, 3.2472, -1.8168)  -0.076
C (4.9900, 2.9668, -2.1315)  0.009
C (0.9105, -5.1857, -0.2693)  -0.263
C (1.0844, 4.6561, -1.4125)  -0.003
C (0.1784, -1.3405, -1.1639)  -0.100
C (-1.7445, -3.3107, -6.1862)  -0.081
C (-4.7278, -0.1606, 3.9795)  -0.290
C (-2.0933, -2.0028, -6.5239)  -0.089
C (3.2342, 3.4714, 2.4555)  -0.008
C (-0.5864, 0.0824, 0.6065)  -0.277
C (-4.6656, 2.6499, -0.5871)  -0.561
C (-4.5089, -2.0643, -0.3325)  -0.539
C (-2.4072, 0.1021, 4.3746)  -0.087
C (0.3458, -2.3997, 2.4088)  0.020
C (4.1584, 2.9181, 4.5960)  -0.016
C (-1.2024, -2.5901, -3.9931)  -0.269
C (2.4134, -6.9815, -0.7702)  -0.075
C (-3.7662, 2.9327, 0.5868)  -0.012
C (-3.7769, -3.8822, -1.7936)  -0.067
C (6.1137, 0.0206, -0.0230)  -0.066
H (2.5066, 2.6095, -5.3903)  0.085
H (0.2752, 2.0284, 0.7282)  0.055
H (5.8497, 0.9665, 0.4552)  0.047
H (5.5334, 1.2501, 4.6027)  0.104
H (1.8679, 1.5630, -1.2527)  0.082
H (-6.1185, 3.1468, -2.7395)  0.084
H (1.9814, 0.9944, -4.8113)  0.081
H (-3.9437, -1.7107, 1.7076)  0.082
H (1.6024, -0.4789, -2.5013)  0.098
H (3.1573, -7.4604, -1.3896)  0.105
H (-1.4508, 0.5220, 4.0843)  0.101
H (-2.8647, -4.0222, -2.3754)  0.055
H (0.7710, -7.5210, 2.1579)  0.104
H (3.7044, 7.9676, -2.9318)  0.081
H (0.7340, -2.3833, 1.3942)  0.060
H (6.5467, 0.1233, -1.0130)  0.092
H (-4.2285, 3.3930, 1.4617)  0.067
H (6.8508, -0.4054, 0.6598)  0.092
H (-3.5524, -2.7101, 5.8511)  0.101
H (-2.4247, -1.8159, -7.5368)  0.100
H (5.7364, 2.2220, -2.4149)  0.079
H (-4.0002, -4.9024, -1.4599)  0.082
H (-7.2684, 4.1634, -1.9146)  0.079
H (0.1425, -2.3092, -1.6427)  0.058
H (1.9191, 3.9599, -1.2808)  0.058
H (3.8454, 2.2144, 0.8106)  0.080
H (0.1982, -1.3701, 2.7365)  0.086
H (3.5454, -3.0453, -0.5788)  0.087
H (-4.7946, -0.3330, 0.9568)  0.080
H (-6.0897, 3.9006, 0.1161)  0.130
H (-3.1287, -0.6662, 0.5876)  0.056
H (2.6320, -2.3241, -1.9105)  0.087
H (3.3228, 8.2218, -1.2028)  0.081
H (-1.5206, 6.0894, 3.1677)  0.037
H (-0.3469, 5.2227, 4.1081)  0.020
H (3.5681, 1.0712, -3.1878)  0.079
H (-2.2664, -5.5131, 3.1659)  0.085
H (-5.7278, -1.7486, 4.9125)  0.122
H (2.0810, 8.4812, -2.3780)  0.084
H (0.6111, 4.4528, -2.3716)  0.088
H (4.1669, 3.1104, 5.6619)  0.119
H (-0.2238, -5.3399, 1.5597)  0.089
H (-3.1920, -4.2888, 3.8988)  0.078
H (4.6097, 2.6485, -1.1601)  0.053
H (-0.5418, -3.5342, 4.4375)  0.126
H (1.3216, 2.4321, -4.0719)  0.078
H (-3.4218, 1.9570, 0.9420)  0.055
H (-1.3469, -0.4945, -3.6033)  0.121
H (-4.5685, -3.6135, -2.4863)  0.088
H (5.2837, 0.7692, 2.2581)  0.070
H (2.4388, -8.5720, 0.6413)  0.099
H (4.7375, -1.4833, 0.6695)  0.135
H (2.5603, 4.0652, 1.8486)  0.102
H (-3.5708, 1.5068, 3.2368)  0.081
H (-1.2882, -1.9170, 0.2839)  0.073
H (-2.7240, -3.0272, -0.1818)  0.080
H (-7.3963, 2.4218, -1.7724)  0.086
H (3.0413, 5.7292, -2.4850)  0.083
H (-1.2063, -4.6403, -4.5551)  0.118
H (2.2041, -5.1553, -1.9250)  0.116
H (-2.8580, 3.4498, 0.2863)  0.059
H (0.4031, 4.3342, -0.6273)  0.026
H (2.3383, -1.8706, -0.1728)  0.075
H (-1.4765, -1.5206, 5.4656)  0.093
H (1.1171, -2.8371, 3.0532)  0.090
H (5.5189, 3.9073, -1.9882)  0.088
H (-2.0430, -5.2444, 4.9150)  0.090
H (-2.2659, 0.0399, -5.8089)  0.108
H (-1.8463, -4.0978, -6.9207)  0.103


Question: Which of these has the lowest total charge?
Answer: C49H69Cl2F5N6O6


Question: The lowest multiplicity belongs to which entry?
Answer: C49H69Cl2F5N6O6


Question: Number 2 is which compound?
Answer: C49H69Cl2F5N6O6